## w
Below is 2 unconnected molecules or ions with the total composition CH5N2O2, with properties calculated with ωB97M-V/def2-TZVPD.

Orbital gap (alpha / beta) (hartree): 0.233 / 0.248
Molar mass (g/mol): 77.1
Net charge: -1

Element x y z (Å)
C 1.2033 1.0050 -0.2022
N -1.2065 -0.9916 1.0489
N -0.7025 0.1957 -1.0384
O -0.3532 -0.9577 -1.3114
O -1.3017 0.1982 0.3495
H 0.6399 1.3099 0.5727
H 1.8733 0.2475 -0.0045
H 1.6933 1.8803 -0.8158
H -0.1901 -1.1699 1.0323
H -1.6557 -1.7173 0.3688

=====

## x
Below is 2 unconnected molecules or ions with the total composition CH5N2O2, with properties calculated with ωB97M-V/def2-TZVPD.

Orbital gap (hartree): 0.255
Molar mass (g/mol): 77.1
Net charge: -1

Element x y z (Å)
C 2.3740 -0.2200 0.0988
N -1.8894 -0.5328 -0.4616
N 1.5878 0.7212 0.4584
O 0.5691 1.0784 -0.2714
O -2.9207 0.1794 0.1856
H -2.7556 1.0416 0.5550
H 2.3668 -0.8926 -0.8187
H 3.2724 -0.3348 0.7176
H -1.5433 -1.2094 0.1372
H -1.0610 0.1690 -0.6010

=====

## y
Below is a molecular structure, CH5N2O2, with properties calculated with ωB97M-V/def2-TZVPD.

Orbital gap (hartree): 0.267
Molar mass (g/mol): 77.1
Net charge: -1

Element x y z (Å)
C -0.8280 0.7730 0.9596
N 1.5503 -0.6821 -1.0427
N -0.5463 -0.4979 0.2486
O -0.7281 -0.3296 -1.1071
O 1.1722 -0.5395 0.2701
H -1.9517 0.8625 0.9265
H -0.4712 0.5070 1.9506
H -0.1948 1.5937 0.4715
H 0.7971 -0.0606 -1.4995
H 1.2007 -1.6265 -1.1777

=====

We find x to be the most stable, with the next structure 105.8 kJ/mol higher.

=====

## w
Below is 4 unconnected molecules or ions with the total composition C3H13NO3, with properties calculated with ωB97M-V/def2-TZVPD.

Orbital gap (hartree): 0.329
SMILES: C/C=C/N.O.O.O
Molar mass (g/mol): 111.1

Element x y z (Å)
C -2.6639 1.5965 1.3663
C -1.4755 0.5258 1.2541
C -0.4046 0.6798 2.0489
N 0.8742 0.0666 1.8053
H -2.3946 2.4485 0.7344
H -3.6756 1.1141 1.2493
H -2.5899 1.9235 2.4118
H -1.6544 -0.4032 0.6614
H -0.4209 1.4734 2.8210
H 1.7762 0.5618 2.0686
H 1.0020 0.0081 0.8392
O 1.7319 -2.8299 -0.6068
H 0.8776 -2.3579 -0.8408
H 2.2111 -2.6098 -1.3403
O 0.6691 0.4906 -1.8534
H 0.1963 -0.1093 -1.1695
H 0.3405 1.3346 -1.3550
O 1.6382 -1.5780 -3.4731
H 2.5878 -1.6138 -3.5204
H 1.3746 -0.7213 -3.1010

=====

## x
Below is 4 unconnected molecules or ions with the total composition C3H13NO3, with properties calculated with ωB97M-V/def2-TZVPD.

Orbital gap (hartree): 0.310
SMILES: C=C(C)N.O.O.O
Molar mass (g/mol): 111.1

Element x y z (Å)
C 0.7929 -0.6414 -3.7749
C 0.5370 -0.0926 -2.5684
C 1.4779 -0.2695 -1.3867
N -0.7649 0.3328 -2.2442
H 0.0212 -0.7591 -4.5146
H 1.8340 -0.9340 -3.7883
H 0.9414 -0.5587 -0.4816
H 2.1018 -1.1069 -1.6838
H 2.0272 0.6321 -1.1393
H -0.9462 0.5155 -1.2732
H -1.5298 -0.0841 -2.7160
O 1.8672 5.8273 3.3102
H 2.7390 5.9143 3.6926
H 1.3154 5.7738 4.1014
O -2.0731 0.6620 2.7586
H -1.8660 -0.0935 2.2005
H -3.0255 0.6507 2.7860
O -2.0540 -4.9911 2.3447
H -1.2627 -4.8314 1.8637
H -2.1326 -5.9462 2.5135

=====

We find x to be the most stable, with the next structure 65.2 kJ/mol higher.

=====

## w
Below is 3 unconnected molecules or ions with the total composition C3H13NO3, with properties calculated with ωB97M-V/def2-TZVPD.

Orbital gap (hartree): 0.335
SMILES: CNCCO.O.O
Molar mass (g/mol): 111.1

Element x y z (Å)
C -0.4657 2.3528 1.2737
N 0.4836 1.6823 0.3917
C -0.3409 1.0365 -0.6601
C 0.5066 0.2735 -1.7720
O 0.6549 -1.2076 -1.6059
H -0.6096 1.8240 2.2329
H -1.4077 2.4626 0.7470
H -0.1296 3.4646 1.6136
H 1.0992 0.8809 0.7068
H -1.0696 0.2501 -0.1989
H -0.9478 1.7710 -1.1669
H -0.1061 0.2622 -2.7442
H 1.4750 0.7695 -1.9740
H 1.1726 -1.1897 -0.7441
O -1.5677 -1.9341 0.4350
H -1.1120 -1.7621 -0.3767
H -2.0952 -2.8135 0.3627
O 0.9858 -1.3525 1.5098
H 0.0492 -1.6111 1.3644
H 1.5122 -2.1092 1.6756

=====

## x
Below is 3 unconnected molecules or ions with the total composition C3H13NO3, with properties calculated with ωB97M-V/def2-TZVPD.

Orbital gap (hartree): 0.361
SMILES: NCCCO.O.O
Molar mass (g/mol): 111.1

Element x y z (Å)
N 0.3842 0.9801 2.0991
C 0.9345 -0.2050 1.4267
C -0.0476 -1.0811 0.5688
C 0.5792 -1.4122 -0.7781
O -0.2479 -2.0400 -1.7736
H 0.6065 1.0890 2.9947
H -0.5575 0.9546 2.2493
H 1.7756 0.1979 0.7726
H 1.4426 -0.9538 2.0220
H -0.9871 -0.5070 0.4548
H -0.2171 -2.0422 1.1153
H 1.4848 -2.1246 -0.6576
H 0.7682 -0.4741 -1.3302
H -1.1756 -2.0574 -1.3513
O -2.6646 0.8103 0.8913
H -3.3886 1.3236 1.2963
H -2.3841 1.2840 0.1476
O 1.0508 2.2302 -3.7808
H 0.5414 1.8997 -2.9603
H 2.1021 2.1280 -3.4067

=====

## y
Below is 4 unconnected molecules or ions with the total composition C3H13NO3, with properties calculated with ωB97M-V/def2-TZVPD.

Orbital gap (hartree): 0.368
SMILES: C=NCC.O.O.O
Molar mass (g/mol): 111.1

Element x y z (Å)
C 0.1815 -0.3690 -1.8085
N -0.7228 -0.2195 -0.9489
C -1.0552 1.0050 -0.2562
C -2.5168 1.1663 0.1054
H 1.1415 0.1601 -1.9012
H 0.0228 -1.1265 -2.5854
H -0.4015 1.2753 0.5641
H -0.7714 1.7881 -0.9901
H -3.1536 0.9410 -0.7489
H -2.8912 0.6270 0.9761
H -2.6403 2.2475 0.2753
O 2.2618 1.6332 0.3656
H 2.5592 0.7333 0.5496
H 2.3034 2.0918 1.2135
O -0.1501 -2.6794 0.5735
H -0.4136 -1.9115 0.0350
H 0.5268 -3.1799 0.1183
O 1.8870 -1.0284 1.4421
H 1.3423 -1.6919 0.9840
H 2.4903 -1.4625 2.0367

=====

We find y to be the most stable, with the next structure 12.0 kJ/mol higher.

=====

## w
Below is 2 unconnected molecules or ions with the total composition C2H7NS2, with properties calculated with ωB97M-V/def2-TZVPD.

Orbital gap (hartree): 0.319
SMILES: C=CN.SS
Molar mass (g/mol): 109.2

Element x y z (Å)
C -1.0203 2.4726 2.4964
C -0.6685 2.4663 1.1654
N -0.5229 1.3137 0.2573
H -1.3396 1.5472 2.9759
H -0.9556 3.2764 3.1251
H -0.5071 3.3868 0.6357
H -0.5454 0.3917 0.7246
H 0.3946 1.5890 -0.1489
S 0.4508 -3.7231 -3.3479
S 2.3163 -4.4634 -2.5789
H 0.4501 -2.4475 -2.7723
H 1.9477 -5.8098 -2.5325

=====

## x
Below is 2 unconnected molecules or ions with the total composition C2H7NS2, with properties calculated with ωB97M-V/def2-TZVPD.

Orbital gap (hartree): 0.353
SMILES: C=NC.SS
Molar mass (g/mol): 109.2

Element x y z (Å)
C -0.1001 -0.0691 -1.4742
N 0.6899 -0.3580 -0.5413
C 1.8301 0.5576 -0.3623
H -0.9353 -0.6860 -1.7990
H -0.0108 0.8767 -2.0327
H 1.8220 1.1231 0.5580
H 2.7213 -0.0882 -0.3710
H 2.0089 1.0673 -1.3151
S -2.6796 0.3126 1.8160
S -1.2574 -1.0755 2.5699
H -3.5792 -0.6545 1.4918
H -0.5098 -1.0061 1.4602

=====

## y
Below is 2 unconnected molecules or ions with the total composition C2H7NS2, with properties calculated with ωB97M-V/def2-TZVPD.

Orbital gap (hartree): 0.356
SMILES: C=N.CSS
Molar mass (g/mol): 109.2

Element x y z (Å)
C 0.9790 2.0154 2.7775
N 0.9918 2.9060 1.8958
H 0.0651 1.6418 3.2182
H 1.8490 1.3963 3.0299
H 1.9323 3.0028 1.5091
C 0.8668 0.1399 -0.1786
S -0.1014 -1.3714 -0.2279
S -1.1678 -1.2052 -1.9730
H 0.2253 0.9241 0.2080
H 1.3463 0.5271 -1.0767
H 1.7029 -0.0154 0.4922
H -2.2839 -0.6776 -1.4460

=====

## z
Below is 2 unconnected molecules or ions with the total composition C2H7NS2, with properties calculated with ωB97M-V/def2-TZVPD.

Orbital gap (hartree): 0.354
SMILES: C=N.CSS
Molar mass (g/mol): 109.2

Element x y z (Å)
C 1.3244 0.5369 0.9245
N 1.3481 -0.3500 1.8205
H 2.1553 1.0506 0.4501
H 0.3863 1.1166 0.8695
H 0.4347 -0.6381 2.1371
C -0.0212 -0.6593 -1.4071
S -1.2570 0.6939 -1.4348
S -2.6828 0.0809 -0.1488
H -0.0141 -1.2083 -2.3452
H 0.8836 -0.1012 -1.2063
H -0.2293 -1.3326 -0.5813
H -2.3281 0.8106 0.9217

=====

We find y to be the most stable, with the next structure 15.8 kJ/mol higher.